Entry from the Open Molecules 2025 dataset: one molecule with the formula C10H16N4O6 (ωB97M-V with the def2-TZVPD basis set).

Geometry (Å):
O -2.124 -0.301 -4.808
O 3.122 3.427 4.784
O 2.348 0.849 1.103
O -1.555 -0.049 -2.607
O 0.595 1.106 4.298
O -2.077 -2.095 -1.733
N -0.923 -3.157 -4.296
N 1.410 3.452 6.255
N -1.710 -1.360 1.015
N 0.147 0.571 1.392
C -1.739 -0.919 -1.579
C 1.961 3.125 5.038
C 1.146 2.381 3.986
C 1.679 1.059 3.373
C -0.393 -1.785 -4.089
C 0.543 -1.522 -5.274
C -0.164 0.250 0.007
C -1.528 -0.407 -0.118
C 1.419 0.787 1.895
C -1.427 -0.624 -3.861
H 0.223 -1.767 -3.215
H -2.649 -1.735 1.032
H -0.056 -1.444 -6.183
H -0.558 0.409 2.104
H -2.265 0.402 0.072
H -0.114 1.142 -0.606
H -1.466 -3.473 -3.493
H 0.555 -0.504 -0.372
H -1.512 -3.170 -5.123
H 0.572 3.076 3.353
H -1.041 -2.120 0.928
H 0.555 2.955 6.460
H 1.124 -0.572 -5.165
H 2.040 3.715 7.019
H 2.625 0.674 3.778
H 1.237 -2.378 -5.370

* SMILES: C[C@H](N)C(=O)OC(=O)[C@@H](N)CNC(=O)[C@@H]1O[C@H]1C(N)=O
* E_tot: -28874.178 eV
* frontier orbital gap: 10.19 eV
* lowest unoccupied orbital energy: 0.4120 eV
* charge: 0

Here are the natural (NBO) charges for atoms 1 to 8, given in e: O -0.5165; O -0.5817; O -0.6039; O -0.5177; O -0.4826; O -0.5876; N -0.8126; N -0.8171


Entry from the Open Molecules 2025 dataset: one molecule with the formula C5H12N2O (ωB97M-V with the def2-TZVPD basis set).

Geometry (Å):
O 0.800 -1.109 -0.364
N 3.136 -0.576 -0.282
N 0.080 1.086 1.036
C -2.105 0.246 0.016
C 1.686 -0.200 -0.125
C -0.759 1.000 -0.143
C -2.027 -1.190 -0.583
C 1.458 0.957 0.693
H -0.008 0.304 1.712
H -1.106 2.027 -0.307
H -3.021 0.689 -0.639
H 3.751 0.148 0.133
H -0.235 0.625 -1.092
H 3.337 -1.520 0.095
H -1.308 -1.830 0.110
H -2.578 0.271 1.067
H 1.470 0.878 -0.750
H -1.555 -1.225 -1.629
H -3.012 -1.532 -0.660
H 1.996 0.950 1.709

* E_tot: -10401.551 eV
* frontier orbital gap: 7.76 eV
* lowest unoccupied orbital energy: -0.7964 eV
* charge: 0

Here are the natural (NBO) charges for atoms 1 to 8, given in e: O -0.6431; N -0.8543; N -0.6397; C -0.4016; C 0.3371; C -0.2436; C -0.6066; C -0.0886


Entry from the Open Molecules 2025 dataset: an isolated ion of composition C4H7N3 and charge +2 (ωB97M-V with the def2-TZVPD basis set).

Geometry (Å):
N -0.592 -0.849 -0.162
N 1.554 -0.137 -0.052
N 3.929 0.460 -0.007
C 0.704 -1.098 -0.118
C -1.195 0.414 0.010
C 2.774 0.080 0.059
C -2.543 0.579 0.000
H -0.469 1.184 0.111
H 4.769 0.974 0.274
H -3.195 -0.175 -0.352
H -2.917 1.613 -0.398
H -1.343 -1.639 -0.282
H 1.038 -2.138 -0.116
H -2.513 0.731 1.032

* SMILES: C/C=[NH+]/C=N/C#[NH+]
* E_tot: -8710.450 eV
* frontier orbital gap: 9.02 eV
* lowest unoccupied orbital energy: -11.2407 eV
* charge: +2

Here are the natural (NBO) charges for atoms 1 to 8, given in e: N -0.5410; N -0.5228; N -0.4368; C 0.4600; C 0.4424; C 0.7658; C -0.7318; H 0.2646


Entry from the Open Molecules 2025 dataset: a 3-piece molecular cluster, C2H5FNO overall (ωB97M-V with the def2-TZVPD basis set).

Geometry (Å):
F 2.018 2.091 0.218
O 1.620 -1.904 0.089
N 0.644 -1.218 -0.023
C -1.031 0.512 0.073
C 0.344 -0.052 0.256
H -1.320 0.219 -1.016
H -1.039 1.591 0.074
H -1.711 0.009 0.770
H 1.209 0.916 0.151
H -0.733 -2.164 -0.593

* E_tot: -8405.881 eV
* frontier orbital gap (alpha / beta): 8.22 / 8.21 eV
* lowest unoccupied orbital energy (alpha / beta): 3.8293 / 3.8272 eV
* charge: -1

Here are the natural (NBO) charges for atoms 1 to 8, given in e: F -0.8166; O -0.4555; N 0.1458; C -0.6502; C -0.1019; H 0.2121; H 0.2291; H 0.2104


Entry from the Open Molecules 2025 dataset: C22H36O3P2Pd as an isolated structure (ωB97M-V with the def2-TZVPD basis set).

Geometry (Å):
Pd 3.401 0.465 2.427
P 2.137 1.130 0.838
P 1.022 2.719 -1.676
O -1.217 -0.525 2.408
O -3.581 -1.112 2.583
O 0.271 -2.079 1.676
C -1.690 -4.162 1.963
C 2.760 3.051 -1.267
C -4.315 -3.358 2.555
C -1.933 -2.797 2.167
C 0.152 4.174 -2.472
C 1.991 0.166 3.981
C -0.067 -1.765 -1.782
C 1.233 1.926 -3.350
C -1.471 1.350 -1.146
C -3.005 -0.615 -1.721
C 5.089 0.106 1.408
C -0.852 -1.741 2.085
C -0.353 0.425 -0.844
C -0.961 -1.626 -3.052
C -4.024 -4.705 2.403
C -2.744 0.542 -0.792
C 1.699 2.647 1.747
C -2.713 -5.113 2.088
C -3.280 -2.390 2.438
C -2.336 -1.046 -2.815
C 3.260 1.802 -0.506
C 0.468 -0.408 -1.532
H 4.640 -0.067 0.414
H 1.397 2.285 2.741
H -0.356 0.255 0.254
H -3.983 -1.057 -1.514
H 2.083 -0.885 4.323
H -0.446 -0.973 -3.784
H -1.412 2.194 -0.418
H -0.671 -2.089 -0.922
H 3.355 0.964 -1.217
H -2.537 -0.633 2.580
H -2.496 -6.178 1.945
H 2.614 3.247 1.817
H 1.211 2.662 -4.170
H -2.922 -1.140 -3.746
H -4.818 -5.448 2.523
H 0.889 3.173 1.236
H 0.407 1.217 -3.505
H -0.860 3.821 -2.754
H 0.664 4.548 -3.377
H 2.186 1.387 -3.395
H 0.031 4.990 -1.748
H -1.493 1.790 -2.170
H 2.083 0.834 4.864
H -5.322 -3.012 2.782
H 5.786 0.956 1.443
H -3.649 1.180 -0.760
H -2.605 0.111 0.227
H 1.421 -0.179 -2.032
H 0.996 0.293 3.496
H 3.313 3.179 -2.203
H -1.056 -2.614 -3.535
H 4.238 1.976 -0.058
H 0.733 -2.504 -1.923
H -0.671 -4.451 1.704
H 5.453 -0.874 1.766
H 2.852 3.981 -0.693

* E_tot: -51587.450 eV
* frontier orbital gap (alpha / beta): 5.04 / 4.84 eV
* 2S+1: 3
* lowest unoccupied orbital energy (alpha / beta): -1.9219 / -2.1205 eV
* charge: 0

Here are the natural (NBO) charges for atoms 1 to 8, given in e: Pd 0.3772; P 0.6744; P 0.9108; O -0.7935; O -0.7441; O -0.7117; C -0.1449; C -0.7408


Entry from the Open Molecules 2025 dataset: C26H22N5O7Pb as an isolated structure (ωB97M-V with the def2-TZVPD basis set).

Geometry (Å):
Pb -0.980 0.842 -0.593
O -3.472 -0.732 -0.813
O 0.394 0.147 1.041
O -3.073 0.558 -0.325
O -1.787 0.370 2.719
O 1.029 2.904 0.384
O 0.428 -4.545 -6.038
O 1.149 -2.639 -6.729
N -0.809 1.033 3.445
N 0.625 -3.359 -5.896
N 0.524 0.931 3.236
N -1.186 -1.255 -1.008
N 0.483 0.224 -2.497
C -2.958 0.607 3.364
C -4.173 -0.034 2.815
C 5.271 0.245 1.900
C 2.039 0.507 -4.264
C 0.172 -2.742 -4.647
C -2.875 -3.029 -0.899
C 4.676 0.918 2.960
C 4.484 -0.341 0.919
C 1.669 -0.688 -4.821
C -1.298 -2.923 -2.732
C -0.499 3.986 -1.219
C -0.817 -1.727 -2.224
C -1.351 1.640 4.479
C 2.505 0.421 2.056
C 1.395 0.949 -3.104
C 3.103 -0.250 0.994
C -2.739 1.395 4.445
C 0.670 -1.483 -4.205
C 0.140 -0.989 -2.995
C -0.517 2.387 5.451
C 1.016 0.504 2.094
C -0.778 -3.419 -3.936
C -2.334 -3.604 -1.971
C 0.144 2.965 -0.356
C 3.297 1.002 3.043
C -2.436 -1.675 -0.444
H 0.006 3.203 4.952
H -3.471 1.744 5.151
H 2.129 -1.028 -5.733
H -2.351 -1.628 0.647
H -5.045 0.356 3.334
H 2.805 1.116 -4.721
H 4.947 -0.875 0.100
H -4.127 -1.113 2.969
H -1.130 -4.366 -4.323
H -0.620 3.584 -2.223
H 2.828 1.518 3.868
H 1.642 1.911 -2.665
H -3.658 -3.511 -0.330
H -1.492 4.175 -0.806
H 0.101 4.898 -1.221
H 6.349 0.174 1.843
H 2.478 -0.708 0.239
H 0.241 1.724 5.868
H -4.261 0.155 1.746
H -2.655 -4.586 -2.296
H -1.137 2.785 6.248
H 5.290 1.374 3.725

* E_tot: -54335.262 eV
* frontier orbital gap: 6.60 eV
* lowest unoccupied orbital energy: -3.9478 eV
* charge: +1

Here are the Mulliken charges for atoms 1 to 8, given in e: Pb 1.4334; O -0.3407; O -0.5212; O -0.5884; O 0.0329; O -0.2966; O -0.5895; O -0.6113


| no. | strongest force on any atom (eV Å⁻¹) |
| --- | --- |
| 1 | 4.399 |
| 2 | 7.413 |
| 3 | 8.569 |
| 4 | 4.129 |
| 5 | 3.171 |
| 6 | 0.967 |